ORCA calculation (the ωB97M-V functional and the def2-TZVPD basis) on a structure of composition C55H116Br3N9O4 at a distorted geometry.

The value obtained for the HOMO energy is -7.86 eV. As for the HOMO-LUMO gap: 7.2 eV.

The geometry in XYZ format:
```
187
Properties=species:S:1:pos:R:3:lowdin_charge:R:1
C 14.80 13.36 18.75 -0.05
C 14.71 14.66 19.20 -0.06
C 14.90 15.00 20.56 0.00
C 14.96 13.88 21.37 -0.18
C 14.84 12.58 20.97 -0.04
C 14.79 12.28 19.66 -0.06
N 14.88 14.17 22.84 -0.32
O 14.98 15.32 23.24 0.05
O 14.76 13.17 23.58 0.04
H 14.77 13.02 17.70 0.11
H 14.58 15.51 18.49 0.12
H 14.88 16.02 20.95 0.12
H 14.79 11.78 21.73 0.11
H 14.78 11.25 19.26 0.10
C 11.16 12.80 10.22 -0.08
C 10.96 12.68 11.58 -0.04
C 12.04 13.02 12.43 -0.01
C 13.19 13.44 11.87 -0.16
C 13.36 13.62 10.50 0.00
C 12.31 13.33 9.67 -0.07
N 14.26 13.90 12.77 -0.31
O 15.01 14.76 12.28 0.06
O 14.35 13.50 13.93 0.06
H 10.30 12.63 9.63 0.10
H 10.00 12.45 12.03 0.11
H 11.91 12.80 13.47 0.12
H 14.28 14.07 10.06 0.14
H 12.49 13.31 8.64 0.10
C 19.22 18.67 17.98 -1.59
Br 18.61 19.12 19.69 0.68
Br 18.64 20.04 16.68 0.51
Br 18.35 17.03 17.38 0.55
H 20.32 18.56 17.91 0.01
C 18.61 14.57 20.85 -0.09
C 19.95 14.57 21.55 -0.26
N 19.90 15.15 22.87 -0.18
C 18.79 14.47 23.75 -0.23
C 19.29 14.25 25.12 -0.10
C 19.95 16.61 22.91 -0.26
C 21.39 17.09 22.63 -0.08
H 18.19 15.52 20.77 0.04
H 17.97 13.89 21.41 0.05
H 18.65 14.19 19.85 0.07
H 20.41 13.56 21.56 0.12
H 20.64 15.21 20.91 0.12
H 17.86 15.06 23.74 0.11
H 18.56 13.54 23.24 0.09
H 18.54 13.86 25.80 0.07
H 20.07 13.48 25.14 0.08
H 19.59 15.23 25.52 0.07
H 19.55 16.90 23.87 0.10
H 19.24 17.08 22.15 0.09
H 22.04 16.59 23.38 0.08
H 21.41 18.20 22.87 0.07
H 21.79 17.08 21.63 0.05
C 18.83 22.67 21.27 -0.08
C 17.55 22.26 22.04 -0.26
N 17.41 20.85 22.23 -0.21
C 16.04 20.49 22.56 -0.26
C 15.74 19.05 22.23 -0.09
C 18.42 20.17 22.95 -0.28
C 18.49 20.49 24.46 -0.05
H 18.73 23.76 21.06 0.08
H 18.86 22.11 20.31 0.05
H 19.71 22.42 21.77 0.04
H 17.52 22.82 23.02 0.12
H 16.69 22.65 21.43 0.10
H 15.78 20.70 23.58 0.11
H 15.35 21.00 21.93 0.09
H 14.73 18.77 22.55 0.08
H 16.00 18.79 21.16 0.06
H 16.39 18.50 22.93 0.06
H 19.41 20.39 22.59 0.09
H 18.31 19.13 22.76 0.06
H 19.45 20.30 24.95 0.07
H 17.80 19.90 24.98 0.02
H 18.34 21.51 24.83 0.07
C 11.84 18.74 18.76 -0.06
C 13.20 19.31 19.18 -0.26
N 13.67 20.31 18.30 -0.20
C 13.83 19.83 16.98 -0.27
C 13.99 20.96 15.95 -0.06
C 14.81 21.02 18.86 -0.26
C 14.58 22.43 19.26 -0.07
H 11.82 18.15 17.82 0.08
H 11.15 19.51 18.60 0.06
H 11.50 18.01 19.43 0.02
H 13.14 19.80 20.14 0.12
H 13.90 18.49 19.30 0.11
H 14.73 19.15 16.91 0.13
H 12.98 19.22 16.67 0.10
H 14.66 21.69 16.38 0.05
H 14.50 20.72 15.01 0.08
H 13.05 21.38 15.71 0.06
H 15.66 21.03 18.15 0.11
H 15.13 20.39 19.65 0.07
H 13.78 22.46 19.92 0.05
H 14.38 23.12 18.41 0.09
H 15.52 22.74 19.73 0.06
C 20.73 11.71 14.77 -0.11
C 19.36 11.06 14.89 -0.30
N 18.28 11.97 15.07 -0.20
C 18.12 13.10 14.12 -0.26
C 17.87 14.39 14.83 -0.12
C 16.93 11.48 15.38 -0.26
C 16.79 10.45 16.48 -0.11
H 21.53 10.91 14.66 0.08
H 20.86 12.31 15.69 0.08
H 20.96 12.40 13.91 0.07
H 19.15 10.36 14.00 0.13
H 19.39 10.32 15.77 0.13
H 18.98 13.27 13.47 0.11
H 17.28 12.77 13.46 0.11
H 17.51 15.17 14.12 0.09
H 17.04 14.38 15.61 0.09
H 18.78 14.76 15.22 0.03
H 16.40 11.06 14.50 0.12
H 16.39 12.41 15.68 0.09
H 17.48 10.75 17.33 0.09
H 17.01 9.40 16.32 0.06
H 15.79 10.47 16.94 0.06
C 14.03 9.21 23.58 -0.09
C 14.55 8.45 22.42 -0.31
N 15.62 9.01 21.72 -0.20
C 16.81 9.31 22.46 -0.20
C 17.59 8.00 22.96 -0.05
C 15.92 8.31 20.45 -0.24
C 14.72 8.23 19.55 -0.09
H 14.70 9.46 24.39 0.07
H 13.11 8.81 23.93 0.07
H 13.71 10.27 23.32 0.08
H 14.78 7.40 22.82 0.13
H 13.72 8.39 21.71 0.10
H 17.44 9.92 21.85 0.10
H 16.55 9.90 23.24 0.06
H 16.92 7.22 23.36 0.07
H 18.14 7.49 22.21 0.05
H 18.26 8.20 23.74 0.04
H 16.30 7.33 20.68 0.10
H 16.77 8.77 19.99 0.11
H 14.08 7.39 19.90 0.09
H 15.02 7.97 18.59 0.05
H 14.10 9.14 19.46 0.07
C 8.53 13.26 23.36 -0.10
C 9.91 13.84 23.24 -0.23
N 10.55 13.43 21.93 -0.17
C 11.65 14.28 21.56 -0.27
C 11.25 15.62 20.88 -0.06
C 11.04 12.05 22.03 -0.21
C 11.18 11.29 20.58 -0.03
H 8.46 12.15 23.24 0.08
H 7.84 13.65 22.64 0.07
H 8.12 13.38 24.32 0.05
H 9.89 14.92 23.18 0.09
H 10.52 13.56 24.16 0.14
H 12.40 14.51 22.31 0.10
H 12.22 13.82 20.78 0.08
H 12.13 16.25 20.47 0.08
H 10.63 15.48 20.05 0.04
H 10.66 16.23 21.58 0.07
H 10.41 11.38 22.63 0.10
H 12.05 12.08 22.54 0.10
H 11.79 10.43 20.64 0.03
H 11.48 12.01 19.88 0.03
H 10.17 10.99 20.33 0.06
C 13.83 17.50 29.73 -0.08
C 13.23 18.13 28.42 -0.25
N 13.43 17.38 27.22 -0.20
C 14.80 16.91 27.07 -0.26
C 15.94 17.96 26.90 -0.08
C 12.80 17.81 25.98 -0.25
C 11.87 16.76 25.40 -0.09
H 13.39 16.57 30.13 0.07
H 13.75 18.17 30.59 0.07
H 14.89 17.38 29.68 0.04
H 12.12 18.41 28.52 0.14
H 13.65 19.11 28.36 0.08
H 15.06 16.19 27.86 0.11
H 14.82 16.26 26.17 0.11
H 15.85 18.68 26.05 0.05
H 15.80 18.62 27.84 0.08
H 16.99 17.58 26.89 0.07
H 13.51 18.15 25.18 0.11
H 12.20 18.68 26.23 0.10
H 11.31 16.33 26.19 0.06
H 12.38 15.93 24.96 0.05
H 11.17 17.17 24.65 0.08
```



ORCA calculation (the ωB97M-V functional and the def2-TZVPD basis) on a structure of composition C34H92B2Mn2O18 at a distorted geometry.

The value obtained for the HOMO energy (spin up / spin down) is -1.51 / -1.83 eV. As for the charge: -2. As for the expectation value of S²: 30.01. Its spin multiplicity is 11. As for the HOMO-LUMO gap (spin up / spin down): 5.0 / 5.3 eV.

The geometry in XYZ format:
```
148
Properties=species:S:1:pos:R:3:lowdin_charge:R:1
Mn -2.46 0.53 2.80 0.85
Mn -3.63 1.89 0.10 0.85
C -3.65 -3.16 2.66 -0.10
C -2.40 -2.48 2.12 -0.45
O -1.83 -1.54 2.99 -0.34
H -3.52 -3.96 3.39 0.05
H -4.27 -3.55 1.85 0.05
H -4.31 -2.41 3.10 0.05
H -2.56 -1.94 1.18 0.07
H -1.65 -3.23 1.88 0.06
C -0.24 -0.32 -0.70 -0.09
C -0.40 0.97 0.04 -0.36
O -1.67 1.13 0.69 -0.36
H -1.04 -0.31 -1.44 0.05
H -0.49 -1.14 -0.02 0.07
H 0.71 -0.45 -1.20 0.06
H -0.48 1.70 -0.76 0.08
H 0.50 1.26 0.59 0.08
O -5.76 2.49 -0.27 -0.38
C -6.57 1.69 0.60 -0.35
C -5.82 0.89 1.78 -0.29
O -4.39 0.74 1.81 -0.40
H -7.12 1.02 -0.06 0.06
H -7.37 2.31 1.01 0.06
H -6.23 -0.12 1.80 0.08
H -6.15 1.39 2.69 0.06
B -2.98 4.00 -0.81 -0.42
H -2.68 3.04 -1.20 -0.07
H -2.12 4.65 -0.70 -0.05
H -3.77 4.46 -1.37 -0.04
H -3.36 3.91 0.19 -0.06
B -0.42 0.85 3.99 -0.42
H -0.86 1.44 3.20 -0.06
H 0.14 0.02 3.57 -0.04
H 0.23 1.44 4.61 -0.04
H -1.18 0.34 4.56 -0.04
C 3.97 -0.91 -1.49 -0.11
O 4.27 0.19 -0.66 -0.21
C 5.57 0.81 -1.01 -0.15
C 6.83 0.06 -0.52 -0.13
O 7.01 -0.09 0.96 -0.17
C 5.88 -0.59 1.54 -0.18
H 3.04 -1.41 -1.22 0.07
H 4.80 -1.62 -1.44 0.08
H 3.81 -0.62 -2.53 0.08
H 5.53 1.86 -0.73 0.12
H 5.64 0.84 -2.10 0.10
H 7.72 0.61 -0.84 0.12
H 6.89 -0.88 -1.06 0.11
H 5.41 -1.50 1.17 0.09
H 5.21 0.26 1.61 0.08
H 6.17 -0.94 2.53 0.09
C 1.24 -4.83 5.33 -0.12
O 0.56 -3.99 4.40 -0.15
C 0.77 -4.47 3.09 -0.20
C 1.77 -3.46 2.36 -0.16
O 1.31 -2.09 2.59 -0.15
C 2.31 -1.20 2.07 -0.09
H 1.19 -4.43 6.35 0.08
H 2.27 -4.97 5.02 0.08
H 0.79 -5.82 5.33 0.07
H -0.16 -4.53 2.53 0.09
H 1.11 -5.50 2.99 0.11
H 1.98 -3.80 1.35 0.09
H 2.75 -3.64 2.78 0.10
H 2.14 -1.24 0.99 0.07
H 3.36 -1.36 2.32 0.07
H 2.10 -0.19 2.40 0.07
C -1.09 1.40 -3.77 -0.09
O -2.02 0.34 -3.71 -0.19
C -3.34 0.65 -4.02 -0.21
C -4.25 1.24 -2.89 -0.15
O -3.97 0.57 -1.64 -0.28
C -4.29 -0.89 -1.64 -0.02
H -1.31 2.40 -3.41 0.10
H -1.06 1.56 -4.85 0.08
H -0.16 0.99 -3.38 0.08
H -3.87 -0.24 -4.37 0.11
H -3.38 1.39 -4.82 0.11
H -5.33 1.38 -2.92 0.13
H -3.95 2.28 -2.84 0.10
H -3.56 -1.37 -2.29 0.05
H -5.28 -1.19 -1.96 0.09
H -3.96 -1.27 -0.67 0.08
C 2.22 -5.66 -3.36 -0.12
O 1.64 -4.45 -3.01 -0.19
C 1.35 -4.25 -1.65 -0.21
C 0.06 -4.91 -1.14 -0.17
O -1.08 -4.73 -2.00 -0.19
C -1.61 -3.43 -2.11 -0.10
H 3.01 -5.96 -2.67 0.08
H 2.47 -5.59 -4.42 0.09
H 1.50 -6.46 -3.15 0.08
H 1.12 -3.19 -1.60 0.11
H 2.25 -4.44 -1.06 0.12
H -0.20 -4.66 -0.12 0.11
H 0.14 -6.00 -1.18 0.11
H -1.56 -3.08 -1.08 0.08
H -2.68 -3.39 -2.32 0.07
H -1.14 -2.83 -2.89 0.09
C 4.77 1.44 -5.14 -0.10
O 4.69 1.49 -6.57 -0.21
C 3.35 1.66 -7.08 -0.17
C 2.39 0.51 -6.69 -0.19
O 2.08 0.28 -5.31 -0.22
C 1.34 -0.87 -5.01 -0.11
H 4.53 0.42 -4.86 0.08
H 4.04 2.18 -4.80 0.09
H 5.72 1.82 -4.75 0.08
H 3.58 1.66 -8.15 0.12
H 2.86 2.62 -6.95 0.12
H 2.70 -0.45 -7.12 0.12
H 1.44 0.74 -7.18 0.12
H 2.01 -1.73 -4.98 0.09
H 0.45 -0.93 -5.64 0.09
H 0.81 -0.89 -4.05 0.07
C -1.58 3.90 2.43 -0.14
O -2.63 3.05 2.86 -0.21
C -2.81 3.35 4.28 -0.15
C -3.95 2.42 4.81 -0.14
O -3.63 1.02 4.61 -0.26
C -4.73 0.18 5.08 -0.06
H -1.98 4.83 2.03 0.09
H -0.85 3.51 1.71 0.08
H -0.81 4.24 3.13 0.08
H -3.00 4.42 4.37 0.12
H -2.00 3.19 5.00 0.12
H -4.91 2.55 4.29 0.12
H -3.99 2.59 5.89 0.12
H -5.07 0.23 6.12 0.07
H -4.57 -0.89 4.97 0.09
H -5.66 0.52 4.65 0.07
C 2.20 2.95 3.60 -0.10
O 3.16 3.75 2.88 -0.18
C 3.58 3.20 1.64 -0.17
C 2.44 3.20 0.49 -0.14
O 2.36 4.45 -0.25 -0.18
C 1.08 4.75 -0.76 -0.13
H 2.33 3.10 4.67 0.08
H 2.24 1.86 3.66 0.07
H 1.23 3.26 3.22 0.06
H 4.10 2.24 1.67 0.09
H 4.42 3.81 1.30 0.11
H 1.56 3.06 1.11 0.08
H 2.47 2.32 -0.16 0.11
H 1.11 5.75 -1.19 0.08
H 0.27 4.80 -0.04 0.07
H 0.73 4.13 -1.59 0.08
```



ORCA calculation (the ωB97M-V functional and the def2-TZVPD basis) on a structure of composition C42H50N6PtS3Si4 at a distorted geometry.

The value obtained for the HOMO energy (spin up / spin down) is -5.74 / -6.50 eV. As for the expectation value of S²: 2.05. Its spin multiplicity is 3. As for the HOMO-LUMO gap (spin up / spin down): 4.4 / 5.0 eV.

The geometry in XYZ format:
```
106
Properties=species:S:1:pos:R:3:lowdin_charge:R:1
Pt 0.50 0.38 0.13 0.82
S -1.13 -1.62 0.31 0.59
C -2.44 -0.54 0.87 -0.79
N -3.54 -1.01 1.42 0.04
N -3.65 -2.34 1.56 -0.03
C -4.68 -2.89 2.30 -0.25
C -4.76 -4.28 2.42 -0.04
C -5.77 -4.86 3.17 -0.11
C -6.73 -4.07 3.79 -0.12
C -6.65 -2.69 3.66 -0.10
C -5.65 -2.10 2.92 -0.04
N -2.37 0.79 0.75 -0.03
N -1.27 1.35 0.29 -0.23
C -1.24 2.75 0.41 -0.30
C -2.41 3.47 0.66 -0.03
C -2.37 4.85 0.77 -0.09
C -1.17 5.54 0.63 -0.11
C 0.00 4.84 0.39 -0.10
C -0.03 3.46 0.28 -0.09
H -2.90 -2.93 1.24 0.07
H -4.02 -4.90 1.92 0.11
H -5.81 -5.94 3.26 0.10
H -7.52 -4.52 4.38 0.09
H -7.39 -2.06 4.15 0.10
H -5.58 -1.02 2.82 0.10
H -3.34 2.93 0.78 0.10
H -3.28 5.40 0.95 0.10
H -1.15 6.62 0.71 0.09
H 0.94 5.36 0.29 0.10
H 0.88 2.91 0.12 0.05
S -2.64 0.04 5.14 1.08
C -3.19 -0.01 6.75 -0.40
C -2.16 0.07 7.64 -0.18
C -0.90 0.16 7.01 -0.12
C -0.98 0.16 5.64 -0.47
C 0.10 0.23 4.67 -0.17
C -0.18 0.47 3.31 -0.06
N 0.74 0.45 2.37 0.02
C 2.02 0.19 2.70 -0.15
C 2.42 0.07 4.04 -0.12
C 3.81 -0.08 4.33 -0.01
C 4.73 -0.10 3.34 -0.01
C 4.34 -0.03 1.97 -0.12
C 5.28 -0.06 0.93 0.07
C 4.85 0.02 -0.39 -0.17
C 3.46 0.06 -0.61 -0.12
N 2.55 0.06 0.35 -0.04
C 2.98 0.07 1.65 -0.13
C 5.79 0.03 -1.50 -0.45
C 7.13 -0.23 -1.48 -0.12
C 7.76 -0.09 -2.74 -0.18
C 6.88 0.28 -3.72 -0.39
S 5.29 0.46 -3.11 1.07
C 1.43 0.08 5.03 0.06
H -4.24 -0.10 6.96 0.07
H -2.29 0.06 8.72 0.10
H 0.03 0.23 7.56 0.11
H -1.19 0.68 2.99 0.09
H 4.12 -0.16 5.37 0.12
H 5.79 -0.18 3.57 0.12
H 6.33 -0.11 1.16 0.13
H 3.07 0.08 -1.62 0.06
H 7.67 -0.52 -0.59 0.11
H 8.81 -0.27 -2.92 0.11
H 7.08 0.45 -4.76 0.07
H 1.71 -0.05 6.06 0.12
C -0.56 3.41 -2.98 -0.20
Si 0.79 2.08 -3.05 0.40
C 1.14 1.76 -4.89 -0.22
C 2.44 2.78 -2.41 -0.22
Si 0.07 -0.07 -2.15 0.30
Si 1.17 -2.10 -2.88 0.40
C 1.42 -1.95 -4.76 -0.21
C 0.15 -3.62 -2.42 -0.22
C 2.92 -2.51 -2.23 -0.22
Si -2.14 -0.30 -3.11 0.39
C -3.33 1.04 -2.49 -0.20
C -2.07 -0.10 -4.99 -0.21
C -2.98 -1.98 -2.85 -0.22
H -0.12 4.41 -2.98 0.03
H -1.19 3.33 -2.09 0.00
H -1.21 3.33 -3.86 0.03
H 1.41 2.70 -5.39 0.03
H 0.27 1.35 -5.41 0.00
H 1.97 1.06 -5.03 0.00
H 2.55 3.82 -2.71 0.04
H 3.27 2.21 -2.83 -0.04
H 2.53 2.74 -1.32 0.00
H 0.48 -1.81 -5.30 0.01
H 1.89 -2.86 -5.15 0.03
H 2.07 -1.11 -4.99 0.01
H -0.73 -3.74 -3.05 0.01
H -0.21 -3.53 -1.39 -0.02
H 0.74 -4.53 -2.49 0.03
H 3.68 -1.86 -2.67 -0.01
H 3.18 -3.53 -2.50 0.04
H 2.99 -2.43 -1.14 0.02
H -2.98 2.04 -2.76 0.01
H -3.45 1.01 -1.40 0.01
H -4.32 0.90 -2.94 0.03
H -1.77 0.91 -5.29 0.01
H -3.06 -0.28 -5.41 0.03
H -1.38 -0.80 -5.46 0.01
H -2.79 -2.38 -1.85 -0.02
H -2.62 -2.72 -3.57 0.02
H -4.06 -1.90 -2.98 0.03
```